Computed, not measured: C48H53As3ClO6RbS7 as an isolated structure, with ωB97M-V with the def2-TZVPD basis set.

Cartesian coordinates (Å):
Rb: -1.752 2.291 0.158
O: -3.555 2.363 4.196
Cl: -3.485 2.309 2.766
O: -4.791 2.100 2.198
O: -2.611 1.218 2.362
O: -2.928 3.530 2.229
S: -2.601 0.224 -8.344
C: -2.243 0.482 -6.731
S: -2.628 1.907 -5.863
C: -1.956 1.494 -4.284
C: -1.390 0.260 -4.226
S: -0.654 -0.524 -2.869
S: -1.442 -0.654 -5.726
S: -2.136 2.712 -3.063
C: 4.511 -1.630 5.974
C: 3.540 -1.098 4.955
C: 2.958 -1.945 4.013
C: 2.092 -1.454 3.049
C: 1.811 -0.096 3.023
C: 2.359 0.762 3.959
C: 3.223 0.255 4.918
S: 0.699 0.634 1.803
O: 0.672 2.083 2.132
C: 1.743 0.259 0.376
C: 1.288 -0.871 -0.326
C: 2.004 -1.356 -1.381
C: 3.184 -0.708 -1.797
C: 3.899 -1.150 -2.938
C: 5.010 -0.485 -3.365
C: 5.457 0.664 -2.674
C: 4.788 1.119 -1.577
C: 3.632 0.444 -1.104
C: 2.893 0.919 0.016
C: 3.375 2.128 0.739
C: 4.465 1.992 1.649
C: 5.067 0.735 1.908
C: 6.092 0.622 2.803
C: 6.569 1.758 3.491
C: 6.003 2.980 3.268
C: 4.938 3.131 2.347
C: 4.319 4.382 2.120
C: 3.276 4.492 1.251
C: 2.813 3.360 0.552
S: 1.367 3.633 -0.506
O: 1.036 5.071 -0.344
C: 2.160 3.368 -2.079
C: 3.274 4.076 -2.510
C: 3.816 3.778 -3.747
C: 3.266 2.770 -4.549
C: 3.906 2.408 -5.863
C: 2.141 2.092 -4.101
C: 1.574 2.397 -2.870
H: 4.269 -2.654 6.261
H: 4.510 -1.016 6.875
H: 5.530 -1.629 5.577
H: 3.182 -3.005 4.035
H: 1.652 -2.124 2.317
H: 2.101 1.813 3.916
H: 3.666 0.929 5.643
H: 0.335 -1.310 -0.067
H: 1.632 -2.193 -1.952
H: 3.518 -2.009 -3.477
H: 5.542 -0.820 -4.247
H: 6.325 1.202 -3.038
H: 5.115 2.018 -1.069
H: 4.688 -0.141 1.397
H: 6.533 -0.348 2.998
H: 7.382 1.655 4.200
H: 6.355 3.860 3.796
H: 4.680 5.251 2.658
H: 2.765 5.430 1.074
H: 3.704 4.848 -1.881
H: 4.688 4.317 -4.099
H: 4.511 3.228 -6.252
H: 3.156 2.147 -6.610
H: 4.559 1.539 -5.740
H: 1.678 1.311 -4.693
H: 0.693 1.851 -2.551
C: -1.019 -3.752 0.620
As: -2.078 -2.097 0.884
C: -1.707 -1.976 2.812
C: -3.812 -3.080 0.960
C: -5.120 -2.286 1.158
C: -4.995 -1.332 2.346
C: -5.548 -1.494 -0.084
As: -4.425 0.032 -0.721
C: -5.896 1.254 -1.178
C: -4.221 -0.674 -2.534
C: -6.250 -3.286 1.513
As: -6.844 -4.826 0.397
C: -5.622 -5.026 -1.134
C: -8.269 -3.912 -0.609
H: -0.837 -4.265 1.566
H: -0.065 -3.507 0.150
H: -1.563 -4.420 -0.048
H: -2.052 -2.874 3.331
H: -2.179 -1.089 3.225
H: -0.628 -1.883 2.952
H: -3.704 -3.820 1.762
H: -3.855 -3.635 0.024
H: -4.269 -0.541 2.149
H: -4.689 -1.867 3.248
H: -5.951 -0.840 2.545
H: -6.548 -1.088 0.102
H: -5.638 -2.154 -0.943
H: -6.698 0.721 -1.695
H: -5.477 2.009 -1.845
H: -6.275 1.730 -0.274
H: -5.197 -0.984 -2.919
H: -3.522 -1.511 -2.528
H: -3.799 0.104 -3.163
H: -7.180 -2.721 1.641
H: -6.025 -3.729 2.487
H: -4.717 -5.546 -0.827
H: -5.360 -4.097 -1.629
H: -6.154 -5.663 -1.843
H: -9.102 -3.703 0.064
H: -8.620 -4.573 -1.402
H: -7.916 -2.979 -1.046

The charge is -2. The max |F| is 1.42 eV/A. Its relative energy (zero: lowest compared OMol25 entry of this formula, charge and spin) is 3.6 kcal per mole. The calculation puts the HOMO-LUMO gap at 0.1559 hartree.

***

Computed, not measured: a 8-piece molecular cluster, C48H53BBrF7NO6P2 overall, with ωB97M-V with the def2-TZVPD basis set.

Cartesian coordinates (Å):
C: 3.954 1.368 1.333
C: 3.933 2.255 -0.045
C: 2.389 2.604 -0.587
N: 1.502 1.414 -0.371
B: -0.001 1.793 -0.348
C: -0.748 0.290 -0.423
Br: -2.734 0.341 -0.393
C: -0.226 -0.750 0.731
C: -1.422 -1.200 1.810
P: -0.336 2.875 -1.888
O: 0.455 2.212 -3.127
O: 0.117 4.575 -1.692
O: -2.017 2.922 -2.403
P: -0.273 2.660 1.338
O: -1.640 2.349 2.057
O: -0.066 4.387 1.330
O: 0.993 2.028 2.414
H: 5.064 0.957 1.483
H: 3.260 0.426 1.332
H: 3.716 2.019 2.276
H: 4.509 3.284 0.141
H: 4.513 1.661 -0.875
H: 2.547 2.905 -1.731
H: 2.084 3.587 -0.036
H: 1.601 0.685 -1.117
H: -0.426 -0.138 -1.491
H: 0.050 -1.763 0.163
H: 0.654 -0.355 1.398
H: -1.907 -0.282 2.359
H: -0.837 -1.803 2.658
H: -2.187 -1.959 1.353
H: -0.744 5.115 -1.786
H: -2.164 2.017 -2.844
H: -0.897 4.803 1.754
H: 0.571 1.458 3.125
F: -1.467 4.748 6.531
C: -1.301 5.848 5.784
C: -1.745 7.074 6.266
C: -1.568 8.221 5.492
C: -0.960 8.126 4.238
C: -0.523 6.889 3.761
C: -0.689 5.745 4.540
H: -2.222 7.128 7.239
H: -1.904 9.186 5.863
H: -0.826 9.020 3.632
H: -0.053 6.817 2.783
H: -0.347 4.777 4.189
F: -2.754 -0.054 -4.978
C: -4.034 -0.423 -4.834
C: -4.949 -0.122 -5.837
C: -6.281 -0.510 -5.690
C: -6.685 -1.186 -4.536
C: -5.760 -1.478 -3.533
C: -4.426 -1.100 -3.685
H: -4.619 0.410 -6.723
H: -7.003 -0.287 -6.472
H: -7.725 -1.484 -4.419
H: -6.077 -2.000 -2.633
H: -3.692 -1.327 -2.919
F: 6.698 -0.292 0.333
C: 7.629 0.140 -0.528
C: 8.917 0.396 -0.070
C: 9.889 0.840 -0.967
C: 9.558 1.034 -2.310
C: 8.261 0.780 -2.759
C: 7.293 0.325 -1.864
H: 9.153 0.247 0.978
H: 10.901 1.036 -0.621
H: 10.315 1.385 -3.008
H: 8.005 0.936 -3.804
H: 6.282 0.113 -2.197
F: -8.004 -3.880 -2.950
C: -8.262 -4.831 -3.857
C: -8.535 -4.468 -5.171
C: -8.799 -5.459 -6.117
C: -8.798 -6.803 -5.734
C: -8.528 -7.157 -4.411
C: -8.253 -6.167 -3.469
H: -8.540 -3.419 -5.448
H: -9.005 -5.186 -7.148
H: -9.008 -7.575 -6.471
H: -8.532 -8.203 -4.115
H: -8.033 -6.424 -2.438
F: 0.704 -4.147 0.886
C: 1.293 -4.304 2.079
C: 2.294 -3.421 2.470
C: 2.905 -3.582 3.713
C: 2.514 -4.631 4.549
C: 1.512 -5.515 4.146
C: 0.895 -5.348 2.907
H: 2.590 -2.617 1.804
H: 3.683 -2.892 4.031
H: 2.994 -4.759 5.517
H: 1.213 -6.334 4.796
H: 0.108 -6.020 2.581
F: 1.191 -8.400 3.562
C: 2.283 -9.169 3.670
C: 3.479 -8.741 3.104
C: 4.618 -9.539 3.221
C: 4.545 -10.761 3.893
C: 3.338 -11.184 4.454
C: 2.203 -10.381 4.346
H: 3.515 -7.793 2.578
H: 5.560 -9.210 2.788
H: 5.432 -11.385 3.980
H: 3.283 -12.137 4.973
H: 1.259 -10.690 4.784
F: -1.569 9.068 0.698
C: -1.192 8.986 -0.584
C: -0.421 7.907 -1.003
C: -0.032 7.819 -2.340
C: -0.409 8.817 -3.241
C: -1.178 9.900 -2.810
C: -1.576 9.982 -1.476
H: -0.131 7.145 -0.288
H: 0.563 6.975 -2.679
H: -0.102 8.751 -4.283
H: -1.466 10.678 -3.512
H: -2.181 10.811 -1.125

The charge is -1. The max |F| is 6.15 eV/A. The calculation puts the HOMO-LUMO gap at 0.2742 hartree.

***

Computed, not measured: C48H53ClF4N4O4SY as an isolated structure, with ωB97M-V with the def2-TZVPD basis set.

Cartesian coordinates (Å):
Y: -0.132 0.418 -0.643
C: -1.687 2.843 -2.463
N: -1.993 1.800 -1.459
C: -2.908 0.827 -2.163
C: -2.566 2.356 -0.258
C: -2.788 1.356 0.840
N: -1.495 0.835 1.262
C: -1.292 0.323 2.467
C: -0.176 0.625 3.224
F: 0.887 1.081 2.558
C: -0.062 0.437 4.598
F: 0.991 0.940 5.289
C: -1.145 -0.216 5.266
C: -2.249 -0.674 4.494
F: -3.244 -1.355 5.089
C: -2.206 -0.561 3.115
F: -3.165 -1.213 2.348
H: -2.629 3.287 -2.751
H: -1.277 2.323 -3.306
H: -0.938 3.535 -2.120
H: -3.747 1.413 -2.466
H: -3.200 0.020 -1.452
H: -2.396 0.388 -3.038
H: -3.564 2.834 -0.462
H: -1.805 3.154 0.105
H: -3.501 0.538 0.606
H: -3.194 2.046 1.630
H: -1.193 -0.204 6.381
C: 4.256 0.710 0.870
C: 4.654 -0.291 1.699
C: 3.878 -1.408 1.798
C: 2.604 -1.497 1.287
C: 2.175 -0.472 0.405
C: 3.047 0.600 0.187
C: 1.809 -2.740 1.703
C: 2.352 -4.018 1.301
C: 1.827 -5.182 1.749
C: 0.756 -5.124 2.739
C: 0.459 -6.280 3.484
C: -0.455 -6.135 4.528
C: -1.055 -4.911 4.708
C: -0.820 -3.764 3.988
C: 0.161 -3.862 2.958
N: 0.730 -2.714 2.419
H: 4.891 1.602 0.785
H: 5.667 -0.249 2.112
H: 4.170 -2.232 2.432
H: 2.899 1.231 -0.681
H: 3.199 -4.026 0.578
H: 2.256 -6.136 1.533
H: 1.041 -7.197 3.239
H: -0.494 -6.957 5.263
H: -1.687 -4.869 5.637
H: -1.117 -2.782 4.351
C: 1.738 2.491 -4.418
S: 1.629 0.907 -3.544
C: 1.351 -0.111 -5.068
O: 0.240 0.921 -2.894
H: 2.796 2.638 -4.541
H: 1.396 3.271 -3.756
H: 1.200 2.421 -5.379
H: 2.137 0.205 -5.776
H: 0.347 0.141 -5.429
H: 1.466 -1.216 -4.819
C: 4.709 6.046 0.239
C: 3.597 7.046 0.279
C: 3.996 8.366 0.124
C: 3.115 9.445 0.207
Cl: 3.660 10.993 -0.227
C: 1.758 9.160 0.563
C: 1.295 7.846 0.604
C: 2.145 6.787 0.417
O: 1.742 5.499 0.665
C: 0.749 4.846 -0.105
C: 1.342 3.555 -0.655
O: 2.447 3.550 -1.229
O: 0.668 2.483 -0.322
H: 4.982 5.918 1.298
H: 5.501 6.380 -0.365
H: 4.378 5.071 -0.049
H: 5.055 8.623 0.044
H: 1.051 9.909 0.901
H: 0.268 7.669 0.901
H: 0.405 5.481 -0.941
H: -0.054 4.602 0.606
C: -3.732 -4.430 1.678
C: -3.504 -3.695 0.417
C: -4.369 -3.856 -0.649
C: -4.127 -3.231 -1.838
C: -5.069 -3.272 -3.001
C: -2.961 -2.437 -2.003
C: -1.988 -2.280 -0.978
C: -2.375 -2.859 0.311
N: -0.714 -1.812 -1.241
C: 0.038 -2.777 -2.116
C: -0.507 -2.794 -3.508
C: 0.029 -4.210 -1.560
C: 1.444 -2.274 -2.167
H: -3.281 -5.451 1.671
H: -4.826 -4.430 1.932
H: -3.269 -3.913 2.542
H: -5.223 -4.489 -0.665
H: -6.050 -2.929 -2.629
H: -5.201 -4.252 -3.385
H: -4.702 -2.551 -3.755
H: -2.868 -2.053 -3.033
H: -1.744 -2.817 1.187
H: -1.388 -3.440 -3.697
H: 0.198 -3.177 -4.287
H: -0.796 -1.746 -3.798
H: -1.041 -4.632 -1.488
H: 0.321 -4.271 -0.514
H: 0.711 -4.902 -2.134
H: 1.371 -1.180 -2.279
H: 2.101 -2.712 -2.917
H: 1.890 -2.525 -1.188

The charge is -1. The max |F| is 3.12 eV/A. Its relative energy (zero: lowest compared OMol25 entry of this formula, charge and spin) is 42.9 kcal per mole. The calculation puts the HOMO-LUMO gap at 0.2228 hartree.

***

Computed, not measured: C48H53GeMnN5O2SSb as an isolated structure, with ωB97M-V with the def2-TZVPD basis set.

Cartesian coordinates (Å):
Mn: 0.565 0.065 0.553
O: -3.284 -1.255 0.435
C: -2.089 -1.048 0.425
N: -1.392 0.121 0.640
C: -1.997 1.305 1.024
O: -3.166 1.552 1.171
C: -0.939 2.351 1.286
C: -1.285 3.616 1.707
C: -0.289 4.553 1.884
C: 1.024 4.179 1.628
C: 1.288 2.879 1.254
N: 0.325 1.971 1.095
C: -1.125 -2.164 0.110
C: -1.562 -3.457 -0.076
C: -0.644 -4.421 -0.454
C: 0.671 -4.039 -0.635
C: 1.034 -2.734 -0.374
N: 0.158 -1.815 0.010
H: -2.334 3.827 1.867
H: -0.524 5.561 2.207
H: 1.844 4.881 1.721
H: 2.296 2.530 1.078
H: -2.612 -3.663 0.083
H: -0.944 -5.452 -0.606
H: 1.427 -4.746 -0.955
H: 2.059 -2.404 -0.460
C: 1.321 -0.453 1.924
Ge: 1.295 -1.445 3.584
C: -0.440 -0.873 4.221
C: -1.611 -1.621 4.089
C: -2.853 -1.042 4.340
C: -2.936 0.292 4.716
C: -1.775 1.047 4.856
C: -0.535 0.467 4.610
C: 1.535 -3.294 3.017
C: 0.646 -4.346 3.247
C: 0.916 -5.624 2.758
C: 2.087 -5.868 2.051
C: 2.992 -4.834 1.829
C: 2.712 -3.555 2.301
C: 2.729 -1.016 4.811
C: 3.690 -0.051 4.506
C: 4.719 0.229 5.403
C: 4.793 -0.456 6.609
C: 3.847 -1.430 6.918
C: 2.819 -1.707 6.024
H: -1.570 -2.656 3.767
H: -3.757 -1.628 4.220
H: -3.905 0.748 4.888
H: -1.836 2.092 5.140
H: 0.366 1.067 4.709
H: -0.263 -4.183 3.816
H: 0.211 -6.429 2.937
H: 2.296 -6.864 1.675
H: 3.912 -5.022 1.286
H: 3.418 -2.747 2.115
H: 3.634 0.481 3.561
H: 5.463 0.980 5.160
H: 5.588 -0.230 7.313
H: 3.912 -1.972 7.856
H: 2.082 -2.468 6.271
C: -3.064 4.413 -4.428
C: -2.684 4.333 -2.947
C: -1.721 5.467 -2.565
Sb: -1.827 2.490 -2.149
C: -0.113 2.108 -3.433
C: 1.075 2.885 -2.856
C: -0.236 2.386 -4.938
C: -3.250 0.970 -2.776
C: -4.540 1.190 -1.974
C: -3.540 0.820 -4.270
H: -3.421 5.424 -4.669
H: -3.863 3.718 -4.683
H: -2.215 4.203 -5.081
H: -3.595 4.436 -2.349
H: -0.800 5.416 -3.160
H: -1.436 5.427 -1.509
H: -2.179 6.447 -2.756
H: 0.052 1.040 -3.271
H: 0.944 3.965 -2.992
H: 2.006 2.596 -3.364
H: 1.208 2.687 -1.789
H: -0.274 3.462 -5.132
H: -1.115 1.929 -5.392
H: 0.648 1.994 -5.460
H: -2.754 0.060 -2.435
H: -4.985 2.170 -2.196
H: -4.369 1.133 -0.897
H: -5.288 0.427 -2.237
H: -4.050 1.696 -4.675
H: -4.201 -0.044 -4.433
H: -2.634 0.647 -4.851
N: -3.181 -2.732 -2.879
C: -1.977 -2.760 -3.482
N: -1.756 -3.840 -4.277
S: -0.835 -1.558 -3.246
H: -3.826 -3.501 -2.941
H: -3.366 -2.007 -2.203
H: -2.526 -4.390 -4.619
H: -0.939 -3.789 -4.855
C: 1.685 0.321 -0.692
C: 2.815 0.190 -1.548
C: 3.975 0.962 -1.364
C: 5.047 0.845 -2.237
C: 5.003 -0.054 -3.296
C: 3.857 -0.823 -3.489
C: 2.767 -0.700 -2.640
H: 4.021 1.660 -0.533
H: 5.930 1.456 -2.083
H: 5.851 -0.157 -3.963
H: 3.802 -1.513 -4.326
H: 1.868 -1.286 -2.806

The charge is 0. The max |F| is 2.98 eV/A. Its relative energy (zero: lowest compared OMol25 entry of this formula, charge and spin) is 0.0 kcal per mole. The calculation puts the HOMO-LUMO gap (spin up / spin down) at 0.2301 / 0.2301 hartree.